# C3H8O

One molecule with the formula C3H8O (wB97M-V/def2-TZVPD, OMol25).

Last column: Mulliken charge in e.
CARTESIAN COORDINATES (ANGSTROEM)
C: 1.01996 0.88515 0.32906  -1.37
C: 0.24507 -0.37636 -0.01431  0.51
C: -1.11706 -0.07877 -0.65942  -1.07
O: 0.09571 -1.07994 1.21211  -0.55
H: 1.98165 0.62471 0.78147  0.33
H: 1.19765 1.50188 -0.55870  0.36
H: 0.45013 1.47230 1.05876  0.35
H: 0.84520 -0.98474 -0.71034  0.22
H: -1.07454 -0.12562 -1.75290  0.30
H: -1.85619 -0.81271 -0.32179  0.34
H: -1.48866 0.91093 -0.37207  0.27
H: -0.29893 -1.93683 1.00812  0.31

- HOMO energy (eV) = -10.27
- LUMO energy (eV) = 1.02
- SMILES = CC(C)O
- M (Da) = 60.1
- energy relative to the best compared isomer or geometry (same formula, charge and spin) (eV) = 0.088